## w
{"formula": "C7H13N3O", "method": "wB97M-V/def2-TZVPD", "homo_ev": -8.8, "total_charge": 0, "molar_mass_g_mol": 155.201, "smiles": "Cc1c[nH]cn1.CCC(N)=O", "elements": ["N", "N", "H", "C", "H", "H", "H", "H", "C", "C", "C", "H", "H", "H", "N", "O", "C", "H", "H", "H", "C", "C", "H", "H"], "positions_angstrom": [[-0.5857, 2.4554, 0.0018], [0.0374, 0.7738, 1.3170], [1.3198, 3.5799, 0.1307], [0.2433, -2.0547, -1.1270], [3.0745, 1.3539, 1.6769], [-1.5541, -0.9455, -0.2476], [-1.9015, 0.8253, 0.5398], [1.7253, -2.5075, 0.0083], [2.1863, 1.7331, 2.1860], [-1.1442, -1.3210, -1.1849], [-0.9096, 1.2269, 0.4555], [2.4180, 2.7546, 2.5287], [-1.9324, -2.4151, -2.9346], [-1.0267, -0.3896, -1.7707], [1.0981, -1.7212, -0.1042], [0.6286, -2.9268, -1.8864], [0.9955, 1.7490, 1.2934], [0.8417, -1.3022, 0.7796], [-1.2094, 3.0946, -0.4683], [-3.1044, -2.3391, -1.5280], [-2.0634, -2.3287, -1.8640], [0.6560, 2.8175, 0.4780], [-1.7611, -3.2740, -1.3690], [1.9678, 1.1613, 3.0888]], "lowdin_charge": [0.043, 0.089, 0.112, -0.523, 0.075, 0.067, 0.115, 0.100, -0.053, -0.173, -0.203, 0.078, 0.076, 0.111, 0.143, 0.034, -0.373, 0.064, 0.151, 0.069, -0.111, -0.048, 0.080, 0.075]}


## x
{"formula": "C7H13N3O", "method": "wB97M-V/def2-TZVPD", "homo_ev": -9.2, "total_charge": 0, "molar_mass_g_mol": 155.201, "smiles": "C=C(C)[C@@H](C)O.c1nnc[nH]1", "elements": ["C", "C", "H", "H", "O", "H", "N", "N", "H", "H", "H", "H", "C", "N", "C", "H", "C", "H", "H", "C", "H", "H", "C", "H"], "positions_angstrom": [[-0.9395, 2.7165, -2.0484], [-2.7479, 2.1108, -1.0740], [2.0730, 0.9781, 1.4329], [-1.4040, -0.7604, -0.1071], [-1.1870, -0.4254, 1.9924], [0.8000, 2.1346, 1.1479], [-2.9800, 3.2519, -1.6981], [-1.8741, 3.6405, -2.2510], [0.5303, 0.8105, 2.1621], [0.0674, 2.5338, -2.2996], [0.8583, -0.5262, -1.7182], [-2.1197, -0.5365, 2.0656], [0.8616, 0.3534, -1.0064], [-1.4220, 1.6618, -1.3118], [0.9929, 1.0001, 1.2518], [0.2157, -2.8068, -0.1576], [0.4343, 0.0881, 0.2507], [-3.4549, 1.5331, -0.3717], [1.0717, -2.2969, 1.2114], [-0.6507, -0.9275, 0.7625], [1.7216, 0.9150, -1.2191], [-0.5874, -3.0230, 1.4589], [0.0093, -2.3602, 0.8010], [-0.8876, 0.7174, -1.3677]], "lowdin_charge": [-0.191, -0.185, 0.094, 0.153, -0.030, 0.131, -0.040, -0.033, 0.037, 0.090, 0.105, 0.084, -0.044, 0.035, -0.065, 0.064, -0.313, 0.125, 0.103, -0.338, 0.063, 0.082, -0.026, 0.102]}


Least stable structure: x


## w
{"formula": "C4H6N2O3", "method": "wB97M-V/def2-TZVPD", "homo_ev": -10.6, "total_charge": 0, "molar_mass_g_mol": 130.103, "smiles": "[H]/N=C(/O)C(=O)N(C)C=O", "elements": ["N", "H", "H", "O", "H", "C", "O", "H", "C", "H", "C", "N", "O", "H", "C"], "positions_angstrom": [[2.1198, 1.5139, -0.1356], [1.2498, 2.4535, 1.1168], [-0.6145, 1.6427, -0.8871], [-2.7077, -1.4776, -0.5216], [2.4530, 1.0497, -0.9774], [0.5937, -0.4629, 0.0606], [1.2333, -1.4649, -0.1736], [-2.0461, 0.7369, -1.4352], [-1.5429, -1.4855, -0.1995], [-0.9715, -2.4058, 0.0046], [-1.3814, 0.9234, -0.5859], [-0.7588, -0.3412, -0.2045], [0.7683, 1.4831, 1.5040], [-1.9631, 1.3380, 0.2464], [1.3325, 0.7672, 0.5601]], "lowdin_charge": [0.144, 0.240, 0.093, 0.065, 0.072, -0.355, 0.118, 0.100, -0.258, 0.147, -0.009, -0.035, 0.016, 0.105, -0.445]}


## x
{"formula": "C4H6N2O3", "method": "wB97M-V/def2-TZVPD", "homo_ev": -8.1, "total_charge": 0, "molar_mass_g_mol": 130.103, "smiles": "C/N=c1/oc(O)cn1O", "elements": ["H", "H", "H", "N", "O", "C", "O", "H", "N", "C", "H", "C", "O", "C", "H"], "positions_angstrom": [[-3.0597, -1.5029, -0.3427], [-0.7735, 1.2061, 1.1100], [1.8913, 2.0546, -0.3304], [0.0649, 0.7855, -0.4273], [-0.8391, 1.6925, 0.2290], [2.0851, -0.1367, -0.0986], [3.3291, -0.3679, 0.1103], [-2.9031, -0.1001, 0.7462], [-1.1780, -1.1948, 0.1511], [1.4614, 1.0609, -0.1999], [3.6756, -1.2334, 0.3122], [-2.4260, -0.6361, -0.1311], [1.1265, -1.1530, -0.0635], [-0.1413, -0.5549, -0.1195], [-2.3132, 0.0801, -0.9456]], "lowdin_charge": [0.077, 0.135, 0.130, -0.082, -0.005, -0.384, 0.165, 0.098, 0.054, 0.023, 0.139, -0.159, 0.115, -0.386, 0.080]}


Least stable structure: x


## w
{"formula": "C4H10FN", "method": "wB97M-V/def2-TZVPD", "homo_ev": -9.2, "total_charge": 0, "molar_mass_g_mol": 91.129, "smiles": "C[C@@H](F)CCN", "elements": ["H", "H", "H", "H", "C", "C", "C", "F", "H", "H", "H", "C", "H", "H", "H", "N"], "positions_angstrom": [[0.0649, -0.1365, 1.5215], [1.7565, -0.1222, -1.0454], [-1.5086, -1.2477, -0.0184], [3.0142, -0.8683, 1.4676], [-1.1526, -0.2036, -0.1926], [-2.1113, 0.8656, 0.2310], [0.2203, 0.1288, 0.4780], [-1.0022, -0.1888, -1.5849], [-2.1291, 0.7845, 1.3618], [-3.0919, 0.7178, -0.1925], [0.3172, 1.2183, 0.5787], [1.4956, -0.5402, -0.0043], [1.3835, -1.6471, -0.1456], [-1.6846, 1.7968, 0.0214], [3.1198, 0.5749, 0.6456], [2.4380, -0.1251, 0.9995]], "lowdin_charge": [0.107, 0.131, 0.150, 0.089, -0.389, -0.058, -0.190, -0.052, 0.111, 0.078, 0.113, -0.304, 0.125, 0.057, 0.082, -0.049]}


## x
{"formula": "C4H10FN", "method": "wB97M-V/def2-TZVPD", "homo_ev": -9.3, "total_charge": 0, "molar_mass_g_mol": 91.129, "smiles": "NCCCCF", "elements": ["H", "C", "H", "H", "C", "H", "H", "H", "H", "H", "F", "C", "H", "C", "N", "H"], "positions_angstrom": [[1.8297, -1.0382, -0.5352], [0.7480, -1.3827, -0.4288], [-1.4614, 0.0935, 0.2923], [1.0349, 1.2837, -0.9521], [-0.1189, 1.0143, -1.0850], [0.0812, -0.7808, -2.2071], [0.6106, -2.4507, -0.9333], [-1.8769, 2.0809, -0.0254], [-0.5749, 1.3956, -1.8611], [-1.3633, -0.8355, -0.9207], [0.1181, 1.4230, 1.4103], [-0.2240, -0.5366, -1.2008], [0.1037, -0.6631, 1.2414], [-0.9734, 1.1703, 0.2394], [0.5868, -1.5736, 0.9900], [-0.1444, -2.4694, 1.1293]], "lowdin_charge": [0.125, -0.377, 0.086, 0.166, -0.176, 0.094, 0.138, 0.178, 0.028, 0.146, -0.192, -0.279, 0.040, -0.074, -0.050, 0.146]}


Least stable structure: x


## w
{"formula": "C3H9N2", "method": "wB97M-V/def2-TZVPD", "homo_ev": -12.8, "total_charge": 1, "molar_mass_g_mol": 73.119, "smiles": "C/C([NH3+])=C\\N", "elements": ["C", "N", "H", "C", "C", "H", "H", "H", "H", "H", "H", "H", "N", "H"], "positions_angstrom": [[0.0611, -0.0520, -0.2306], [-0.0356, -0.0656, -1.7290], [-0.4484, 0.8051, -2.0747], [1.4137, -0.4060, 0.2895], [-1.0422, 0.3095, 0.4331], [1.3886, -0.3816, 1.3693], [-1.9469, 0.5328, -0.1216], [-0.3831, 0.3102, 2.3753], [-2.0841, 0.6285, 2.1629], [0.9169, -0.0481, -2.0908], [2.2279, 0.2294, -0.0760], [-0.5638, -0.8703, -2.0921], [-1.1727, 0.4473, 1.7731], [1.6685, -1.4392, 0.0117]], "lowdin_charge": [-0.298, 0.220, 0.172, -0.031, -0.147, 0.077, 0.138, 0.101, 0.116, 0.164, 0.096, 0.182, 0.113, 0.098]}


## x
{"formula": "C3H9N2", "method": "wB97M-V/def2-TZVPD", "homo_ev": -14.7, "total_charge": 1, "molar_mass_g_mol": 73.119, "elements": ["H", "H", "N", "H", "H", "H", "H", "H", "H", "C", "H", "N", "C", "C"], "positions_angstrom": [[-0.5116, 0.3091, 0.7785], [-1.5171, 0.2083, -0.6234], [0.2489, 1.1942, 1.6698], [2.1111, 2.1890, 1.8844], [1.7949, 1.4579, 0.2472], [-1.6548, -1.0079, 0.5862], [0.2427, -1.9875, -2.7826], [-1.3559, -1.0938, -2.4863], [-0.0274, 1.6921, 2.5839], [-0.4056, -1.4655, -2.0889], [0.7966, -1.5115, -0.2604], [-1.0241, -0.4018, 0.0367], [1.4071, 1.6256, 1.2588], [-0.1048, -1.2081, -0.8038]], "lowdin_charge": [0.055, 0.149, 0.014, 0.093, 0.087, 0.167, 0.079, 0.080, 0.135, 0.069, 0.119, 0.107, 0.006, -0.161]}


Least stable structure: x